# 1
{"formula": "C3H6O3", "method": "wB97M-V/def2-TZVPD", "e_lumo_ha": 0.0110, "total_charge": 0, "e_homo_ev": -10.45, "relative_energy_kj_mol": 353.7, "gap_ev": 10.75, "species": ["C", "C", "C", "H", "H", "H", "H", "H", "H", "O", "O", "O"], "positions_angstrom": [[1.3171, 0.7801, -0.1951], [-0.0207, -0.0343, 0.0486], [-1.2801, 0.7975, 0.2248], [1.9410, -1.1079, -0.0821], [1.3989, 1.6215, 0.4863], [1.3416, 1.1108, -1.3905], [-1.4120, 1.0636, 1.4876], [-1.2487, 2.0536, -0.3332], [-1.7477, -1.0828, -0.2270], [2.3467, -0.1873, 0.0913], [-0.0571, -1.2418, 0.0837], [-2.3359, -0.1857, -0.2264]]}

---

# 2
{"formula": "C3H6O3", "method": "wB97M-V/def2-TZVPD", "e_lumo_ha": 0.0340, "smiles": "CC=O.O=CO", "total_charge": 0, "e_homo_ev": -10.08, "relative_energy_kj_mol": 117.7, "gap_ev": 11.00, "species": ["O", "C", "C", "H", "H", "H", "H", "O", "C", "O", "H", "H"], "positions_angstrom": [[-0.4629, -0.7607, 0.2525], [-0.8882, -1.8415, 0.5423], [-0.0385, -3.0001, 1.0144], [-1.9660, -2.1068, 0.4910], [0.3268, -3.6575, 0.2258], [-0.5775, -3.4871, 1.8277], [0.8979, -2.5909, 1.4147], [1.5479, 1.5768, -0.7069], [0.5724, 2.2257, -0.9344], [-0.6186, 2.0745, -0.3505], [0.5893, 3.0103, -1.7006], [-0.4592, 1.6912, 0.5196]]}

---

# 3
{"formula": "C3H6O3", "method": "wB97M-V/def2-TZVPD", "e_lumo_ha": [0.0352, -0.1118], "multiplicity": 3, "total_charge": 0, "e_homo_ev": [-5.60, -10.40], "relative_energy_kj_mol": 184.8, "gap_ev": [6.56, 7.36], "species": ["C", "C", "C", "O", "O", "O", "H", "H", "H", "H", "H", "H"], "positions_angstrom": [[-1.2783, 1.1952, -0.0735], [-1.4485, 0.3942, 1.1576], [1.6041, -1.4033, -1.0624], [-0.2160, 0.9705, 0.8390], [2.4551, -0.3975, -0.8225], [1.1317, -2.1580, -0.2284], [-1.0613, 0.6405, -0.9378], [-1.5644, 2.1533, -0.1261], [-1.3472, -0.6895, 1.1802], [1.2333, -1.3532, -2.0818], [2.5130, -0.1539, 0.1801], [-2.0213, 0.8017, 1.9756]]}

---

# 4
{"formula": "C3H6O3", "method": "wB97M-V/def2-TZVPD", "e_lumo_ha": [-0.2242, -0.3495], "multiplicity": 2, "total_charge": 1, "e_homo_ev": [-14.72, -14.70], "relative_energy_kj_mol": 121.6, "gap_ev": [8.62, 5.19], "species": ["C", "C", "O", "H", "H", "H", "H", "O", "C", "O", "H", "H"], "positions_angstrom": [[0.4721, -1.5604, 1.6079], [-0.0742, -0.4680, 1.0163], [0.5486, 0.7749, 1.1266], [-0.1104, -2.3186, 2.1208], [1.5423, -1.5292, 1.7412], [-1.1490, -0.4050, 0.8545], [-0.1908, 1.2162, 1.5887], [-1.2786, 1.0477, -1.3808], [-0.4950, 0.5867, -2.1790], [0.7789, 1.1134, -2.1413], [-0.8457, 0.2053, -3.1577], [0.8018, 1.3371, -1.1971]]}